# C20H31B3O11S3

2 unconnected molecules or ions with the total composition C20H31B3O11S3 (wB97M-V/def2-TZVPD, the OMol25 dataset).

Calculated values
LUMO = 0.145 eV
Energy = -2877.7762 hartree
Highest occupied orbital energy = -9.1 eV
Structure (SMILES) = CCCB1OB(Cc2ccccc2C)OB(SCC(=O)OC[C@@H](C)OC(=O)CS)O1.O=S1(=O)OCCO1

Each line ends with the natural charge from an NBO analysis.
Positions of all 68 atoms, in Å:
C 3.4389 -0.9887 1.2509  -0.61
C 4.8511 -1.4895 0.9476  -0.37
C 5.2182 -1.5671 -0.5545  -0.80
B 4.4626 -0.5019 -1.4083  1.21
O 5.0196 0.7478 -1.6684  -0.90
B 4.1453 1.7857 -1.3538  1.20
C 4.5765 2.9375 -0.3883  -0.82
C 3.6347 4.1217 -0.3670  0.00
C 3.3886 4.7923 -1.5695  -0.19
C 2.5085 5.8586 -1.6448  -0.21
C 1.8471 6.2739 -0.4932  -0.21
C 2.0973 5.6302 0.7090  -0.21
C 2.9919 4.5596 0.7963  -0.01
C 3.2006 3.9157 2.1460  -0.64
O 2.8441 1.6703 -1.8293  -0.89
B 2.3319 0.3891 -1.8342  0.92
S 0.5390 0.2244 -1.7024  0.05
C 0.3852 -1.5849 -1.6367  -0.64
C -0.8821 -2.0297 -0.9370  0.82
O -1.0187 -3.1418 -0.5136  -0.57
O -1.8754 -1.1035 -0.8645  -0.54
C -2.1648 -0.6052 0.4462  -0.08
C -3.6559 -0.3859 0.6023  0.07
C -3.9453 0.3380 1.9128  -0.64
O -4.0723 0.3872 -0.5295  -0.50
C -5.3960 0.4204 -0.7668  0.79
O -6.2057 -0.1752 -0.1128  -0.58
C -5.7163 1.3049 -1.9472  -0.63
S -6.5452 2.8273 -1.4363  0.01
O 3.1637 -0.7124 -1.8790  -0.91
H 2.6831 -1.6512 0.8253  0.20
H 3.2652 0.0375 0.9132  0.18
H 3.2732 -0.9866 2.3309  0.22
H 4.9361 -2.4900 1.3769  0.21
H 5.5753 -0.8750 1.4840  0.20
H 5.0554 -2.5727 -0.9480  0.24
H 6.2875 -1.3670 -0.6635  0.24
H 5.6024 3.2495 -0.5941  0.26
H 4.5781 2.4513 0.5944  0.25
H 3.9023 4.4515 -2.4619  0.20
H 2.3329 6.3612 -2.5870  0.21
H 1.1434 7.0948 -0.5312  0.21
H 1.5905 5.9604 1.6089  0.21
H 3.0850 4.6677 2.9267  0.22
H 2.4791 3.1167 2.3269  0.22
H 4.2089 3.5172 2.2560  0.21
H 1.2290 -2.0069 -1.0985  0.26
H 0.3661 -1.9995 -2.6455  0.26
H -1.6238 0.3304 0.6146  0.19
H -1.8479 -1.3282 1.2006  0.20
H -4.1634 -1.3514 0.6024  0.20
H -4.9449 0.1099 2.2733  0.24
H -3.8761 1.4155 1.7584  0.22
H -3.2090 0.0575 2.6665  0.21
H -4.8144 1.5312 -2.5083  0.24
H -6.4195 0.7614 -2.5762  0.25
H -5.6274 3.2086 -0.5414  0.12
C -2.9766 -5.6876 0.3456  -0.10
C -4.2268 -4.8590 0.5547  -0.10
O -5.2824 -5.8321 0.5652  -0.69
S -4.7659 -7.1930 1.2229  2.55
O -5.1333 -7.2396 2.5922  -0.90
O -5.0891 -8.2582 0.3451  -0.90
O -3.2056 -6.8652 1.1375  -0.69
H -2.8576 -5.9824 -0.6978  0.19
H -2.0772 -5.1872 0.6891  0.23
H -4.4048 -4.1483 -0.2468  0.22
H -4.2148 -4.3401 1.5153  0.19

---

# C20H31BNNdO2

A molecular structure, C20H31BNNdO2 (wB97M-V/def2-TZVPD, the OMol25 dataset).

Calculated values
ΔE to the lowest compared entry with this formula, charge and spin = 6.7 kcal/mol
Multiplicity = 4
LUMO (alpha / beta) = -0.107 / -0.077 eV
Energy = -1572.0945 hartree
⟨S²⟩ = 3.754
Highest occupied orbital energy (alpha / beta) = -8.2 / -8.3 eV

Each line ends with the natural charge from an NBO analysis.
Positions of all 56 atoms, in Å:
O 0.6800 -3.0719 -1.0328  -0.56
C 0.4417 -3.7592 0.2661  -0.07
C 1.8167 -4.4289 0.2319  -0.45
H -0.4132 -4.4356 0.1596  0.20
H 0.2234 -3.1035 1.1225  0.19
C 2.0302 -3.6531 -1.1235  0.29
H 1.7433 -5.5172 0.2876  0.22
H 2.4383 -4.0507 1.0383  0.22
C 2.2274 -4.1798 -2.5107  -0.64
H 1.3414 -4.6559 -2.9094  0.24
H 3.0787 -4.8534 -2.6070  0.22
H 2.3919 -3.3296 -3.1702  0.22
C 3.1393 -2.6406 -0.9267  -0.64
H 3.2611 -2.2587 0.0897  0.21
H 2.9905 -1.7721 -1.5774  0.23
H 4.0949 -3.1075 -1.1935  0.22
Nd -0.2822 -0.5705 -0.1100  1.60
C 1.1097 1.0085 1.5608  -0.33
C 0.0224 0.6219 2.3991  -0.29
C 0.1631 -0.7618 2.7086  -0.35
H -0.6890 1.3150 2.8498  0.26
C 1.3579 -1.2240 2.0747  -0.34
C 1.9252 -0.1394 1.3377  -0.38
H 2.8552 -0.1636 0.7680  0.24
H 1.3247 2.0259 1.2320  0.25
H -0.4422 -1.3242 3.4237  0.23
H 1.8337 -2.1897 2.2334  0.22
C -0.0284 1.5980 -1.5154  -0.35
C 1.3234 1.1298 -1.5105  -0.29
C 1.3821 -0.0348 -2.3243  -0.31
H 2.1706 1.6179 -1.0312  0.24
C 0.0642 -0.3484 -2.7718  -0.35
C -0.8054 0.6939 -2.3166  -0.35
H -1.8519 0.8364 -2.6008  0.25
H -0.3744 2.5398 -1.0840  0.27
H 2.2981 -0.5091 -2.6753  0.22
H -0.2020 -1.1899 -3.4224  0.24
O -0.4797 -5.3480 -1.6529  -0.55
C 0.4143 -6.3888 -2.1431  -0.08
C -0.1885 -7.7671 -2.0021  -0.44
H 1.4546 -6.2803 -1.7291  0.19
H 0.5102 -6.2864 -3.2493  0.17
C -1.5399 -7.5431 -1.3097  -0.43
H 0.4662 -8.4668 -1.4758  0.22
H -0.3482 -8.1314 -3.0221  0.21
C -1.7148 -6.0025 -1.2476  -0.08
H -1.5420 -7.9757 -0.2983  0.21
H -2.3238 -8.0175 -1.9083  0.22
H -2.0122 -5.7206 -0.2157  0.18
H -2.5037 -5.6753 -1.9602  0.18
B -2.1872 3.2868 1.2407  -0.63
C -2.2233 1.8295 0.7648  0.48
N -2.1655 0.7024 0.4157  -0.71
H -2.5015 3.3123 2.4214  0.03
H -2.9675 3.9493 0.5945  0.04
H -1.0548 3.7333 1.1101  0.02

---

# C20H31Cl2N4O3Tb

A molecular structure, C20H31Cl2N4O3Tb (wB97M-V/def2-TZVPD, the OMol25 dataset).

Calculated values
ΔE to the lowest compared entry with this formula, charge and spin = 21.1 kcal/mol
Multiplicity = 7
LUMO (alpha / beta) = 0.102 / 0.106 eV
Energy = -2970.3592 hartree
⟨S²⟩ = 12.053
Highest occupied orbital energy (alpha / beta) = -7.4 / -7.4 eV

Each line ends with the Löwdin charge.
Positions of all 61 atoms, in Å:
O 1.3063 1.0986 -0.4448  -0.39
C 1.0395 1.5327 -1.7322  -0.43
C 1.0225 3.0573 -1.6523  -0.19
C 0.6911 3.7271 -0.4595  -0.05
H 0.4089 3.1653 0.4456  0.02
C 0.6678 5.1215 -0.4702  -0.08
H 0.3843 5.6443 0.4466  0.10
C 1.0101 5.8135 -1.6444  -0.11
H 1.0015 6.9051 -1.6483  0.09
C 1.3693 5.1211 -2.8088  -0.10
H 1.6464 5.6390 -3.7214  0.09
C 1.3868 3.7284 -2.8123  -0.05
H 1.6368 3.1155 -3.6891  0.12
H 1.9392 1.1517 -2.2667  0.13
C 0.0310 -0.5315 -2.8478  -0.09
C -0.1540 0.9442 -2.5339  -0.29
H -0.6169 -0.8449 -3.6783  0.08
H -0.2221 -1.2098 -2.0144  0.01
H 1.1053 -0.7263 -3.0439  0.08
C -1.2775 1.6619 -2.7021  -0.16
C -2.5798 1.1679 -3.3055  -0.21
H -1.3537 2.6812 -2.2963  0.12
H -2.8161 1.7603 -4.2039  0.07
H -3.4541 1.3049 -2.6379  0.04
H -2.5295 0.1052 -3.6115  0.04
Tb -0.4080 0.0418 0.6732  1.23
Cl -1.5463 2.1461 1.7901  -0.19
Cl -2.5059 -0.2954 -0.9804  0.16
C -2.8277 -1.2304 1.7863  -0.40
O -1.6064 -1.5267 1.8605  -0.23
N -3.6795 -1.9245 2.5102  -0.18
C -3.1615 -3.1614 3.0951  -0.01
C -5.0095 -1.4465 2.7958  -0.02
H -3.2376 -0.4405 1.0963  0.02
H -2.0982 -3.2848 2.8457  0.09
H -3.7470 -3.9843 2.6839  0.09
H -3.3082 -3.1195 4.1743  0.09
H -5.0733 -0.4246 2.4044  0.10
H -5.1447 -1.4751 3.8791  0.09
H -5.7116 -2.1106 2.2883  0.09
H 1.4763 -5.0324 -0.3837  0.10
H 4.0487 -4.1338 -0.0087  0.10
C 1.4874 -4.2257 -1.1285  -0.01
C 3.7863 -3.2879 -0.6515  -0.03
N 2.3503 -3.1343 -0.6679  -0.18
H 0.4634 -3.8581 -1.2889  0.10
C 1.7694 -2.0076 -0.2577  -0.28
O 0.5158 -1.9785 -0.1366  -0.19
H 4.2056 -2.3548 -0.2611  0.10
H 2.4274 -1.1266 -0.0557  0.15
H 1.9227 -4.6050 -2.0562  0.09
H 4.1138 -3.4667 -1.6785  0.10
N 2.6250 0.7141 3.8837  0.06
C 2.4827 -0.6467 4.1045  -0.07
C 1.5803 -1.0785 3.1498  -0.12
N 1.2121 0.0125 2.3846  -0.11
C 1.8581 1.0938 2.8427  -0.14
H 3.2148 1.3591 4.4072  0.17
H 2.9884 -1.2250 4.8673  0.11
H 1.1542 -2.0525 2.9280  0.11
H 1.7398 2.1366 2.4378  0.15

---

# C20H31IrN10O2S4

A molecular structure, C20H31IrN10O2S4 (wB97M-V/def2-TZVPD, the OMol25 dataset).

Calculated values
ΔE to the lowest compared entry with this formula, charge and spin = 1.2 kcal/mol
Multiplicity = 2
LUMO (alpha / beta) = -8.838 / -10.964 eV
Energy = -3175.0864 hartree
Net charge = +3
⟨S²⟩ = 0.759
Highest occupied orbital energy (alpha / beta) = -16.0 / -16.0 eV

Each line ends with the natural charge from an NBO analysis.
Positions of all 68 atoms, in Å:
Ir -0.5680 -0.6025 0.4543  1.05
C -1.4494 3.7052 -3.2252  -0.62
C -0.1846 3.5879 -2.3923  -0.22
N -0.4618 3.4191 -0.9587  -0.53
C -0.6710 2.2763 -0.3331  0.29
S -0.6138 0.7645 -1.3056  0.35
N -0.9950 2.2701 0.9493  -0.39
N -1.0355 1.0267 1.5106  -0.26
C -1.3116 0.8789 2.7712  0.31
C -1.6500 2.0071 3.6789  -0.70
C -1.2856 -0.5210 3.2404  0.13
C -1.6093 -0.8827 4.5345  -0.18
C -1.6137 -2.2307 4.8794  -0.10
C -1.3053 -3.1778 3.9179  -0.20
C -0.9825 -2.7527 2.6396  0.09
N -0.9588 -1.4613 2.3135  -0.45
H -1.1889 3.8542 -4.2723  0.25
H -2.0508 4.5559 -2.9065  0.23
H -2.0594 2.8030 -3.1538  0.21
H 0.4268 4.4843 -2.4806  0.24
H 0.4383 2.7502 -2.7123  0.21
H -0.5911 4.2529 -0.3994  0.44
H -1.7626 2.9305 3.1215  0.28
H -0.8662 2.1447 4.4284  0.26
H -2.5742 1.7947 4.2179  0.27
H -1.8652 -0.1298 5.2659  0.26
H -1.8642 -2.5318 5.8879  0.27
H -1.3034 -4.2339 4.1473  0.27
H -0.7207 -3.4539 1.8580  0.23
N -3.8997 0.4830 0.6111  -0.78
C -3.6531 -0.7343 0.0848  0.27
N -2.4506 -1.2582 -0.0865  -0.49
C -2.5210 -2.5380 -0.6450  0.09
C -3.7715 -2.9773 -0.8654  -0.38
S -4.9205 -1.7795 -0.4049  0.54
C -1.2361 -3.1670 -0.8916  0.09
C -0.9448 -4.3761 -1.3971  -0.40
S 0.7629 -4.5807 -1.5189  0.51
C 1.0093 -3.0027 -0.8740  0.28
N -0.1259 -2.3831 -0.5487  -0.56
N 2.2225 -2.4699 -0.7670  -0.77
H -3.1889 1.1971 0.5689  0.41
H -4.8501 0.8209 0.6083  0.43
H -4.0922 -3.9202 -1.2765  0.28
H -1.6171 -5.1522 -1.7239  0.28
H 3.0316 -2.9855 -1.0686  0.43
H 2.2955 -1.4729 -0.6376  0.44
C 3.8615 0.4623 0.8472  -0.81
S 2.1985 0.9219 1.2750  1.26
C 2.3959 1.0287 3.0405  -0.81
O 1.3996 -0.4140 1.0919  -0.94
H 4.4938 1.3231 1.0668  0.27
H 3.8604 0.2573 -0.2223  0.27
H 4.1665 -0.3976 1.4435  0.26
H 3.1035 1.8316 3.2524  0.27
H 2.7672 0.0758 3.4151  0.26
H 1.4317 1.2713 3.4793  0.24
C 3.6544 1.2163 -4.8676  -0.44
N 3.2026 1.2077 -3.4811  -0.59
C 2.3205 0.3471 -2.9571  0.79
N 1.7848 -0.5766 -3.7840  -0.82
O 2.0233 0.3916 -1.7367  -0.78
H 4.3364 2.0501 -5.0016  0.25
H 2.8178 1.3608 -5.5533  0.21
H 4.1860 0.2982 -5.1211  0.22
H 3.6155 1.8542 -2.8312  0.42
H 1.9508 -0.5764 -4.7754  0.42
H 1.0565 -1.1647 -3.4244  0.41

---

The highest energy belongs to which entry?
C20H31BNNdO2